No. 1
ORCA calculation (wB97M-V/def2-TZVPD) on a 10-piece molecular cluster, C15H50O10 overall.

2S+1 = 1
LUMO = 0.0085 Ha
SMILES = CC(C)O.CC(C)O.CC(C)O.CC(C)O.CC(C)O.O.O.O.O.O

Each line ends with the Löwdin charge.
Geometry (Å):
O -1.984 0.862 2.941  -0.074
H -1.238 0.546 2.413  -0.032
H -2.741 0.616 2.392  0.001
O -0.901 -2.328 2.180  -0.047
H -0.960 -3.245 2.470  0.073
H -1.263 -1.804 2.908  0.063
O 2.301 1.077 -0.223  -0.039
H 2.191 1.199 -1.172  0.021
H 2.982 1.704 0.039  0.059
O -3.524 -0.875 1.155  -0.058
H -4.012 -1.260 0.415  0.034
H -2.831 -1.516 1.350  0.005
O -0.117 0.067 0.991  -0.063
H -0.279 -0.802 0.610  0.024
H 0.706 0.369 0.578  0.009
C -2.601 -2.439 -3.677  -0.045
C -2.798 -2.794 -2.228  -0.463
C -1.558 -3.442 -1.606  -0.059
O -3.193 -1.664 -1.447  -0.066
H -2.389 -3.327 -4.278  0.086
H -1.860 -1.669 -3.870  0.053
H -3.539 -2.064 -4.100  0.084
H -3.544 -3.576 -2.064  0.138
H -1.362 -4.397 -2.104  0.086
H -1.699 -3.615 -0.538  0.075
H -0.612 -2.907 -1.741  0.057
H -2.383 -1.224 -1.166  0.063
C 4.216 -2.969 1.164  -0.062
C 2.760 -2.560 1.017  -0.507
C 2.029 -3.307 -0.089  -0.047
O 2.146 -2.800 2.272  -0.048
H 4.765 -2.383 1.902  0.077
H 4.793 -2.847 0.243  0.078
H 4.279 -4.021 1.455  0.083
H 2.815 -1.493 0.757  0.119
H 2.537 -3.194 -1.047  0.080
H 0.998 -2.938 -0.084  0.049
H 1.930 -4.378 0.105  0.087
H 1.260 -2.416 2.254  0.041
C 0.586 1.641 -3.523  -0.042
C 0.187 0.181 -3.528  -0.484
C 1.330 -0.788 -3.768  -0.034
O -0.419 -0.179 -2.286  -0.068
H -0.197 2.311 -3.166  0.054
H 0.870 1.977 -4.521  0.091
H 1.390 1.910 -2.828  0.070
H -0.567 0.047 -4.314  0.128
H 2.021 -0.443 -4.533  0.084
H 0.926 -1.777 -3.979  0.079
H 1.886 -0.854 -2.826  0.077
H -0.973 0.536 -1.959  0.057
C -3.304 3.695 0.461  -0.043
C -1.814 3.852 0.246  -0.480
C -1.329 3.146 -1.011  -0.067
O -1.597 5.256 0.072  -0.044
H -3.534 2.661 0.725  0.077
H -3.827 3.954 -0.460  0.084
H -3.647 4.337 1.269  0.083
H -1.242 3.370 1.044  0.117
H -0.257 3.367 -1.125  0.078
H -1.799 3.452 -1.946  0.089
H -1.294 2.059 -0.907  0.058
H -0.651 5.429 0.088  0.085
C 1.093 2.755 2.681  -0.057
C 1.704 2.185 3.945  -0.471
C 2.414 0.859 3.650  -0.049
O 2.704 3.109 4.415  -0.055
H 1.908 2.870 1.965  0.074
H 0.656 3.743 2.844  0.084
H 0.285 2.138 2.299  0.043
H 0.974 1.977 4.731  0.140
H 1.727 0.116 3.242  0.066
H 2.809 0.476 4.591  0.080
H 3.226 1.041 2.945  0.079
H 2.433 3.405 5.287  0.083

***

No. 2
ORCA calculation (wB97M-V/def2-TZVPD) on C31H31N4OS2Ta as an isolated structure.

2S+1 = 1
Net charge = +4
LUMO (spin up / spin down) = -0.5327 / -0.5327 Ha

Each line ends with the Löwdin charge.
Geometry (Å):
Ta 13.195 -16.390 -7.517  1.250
S 11.450 -17.809 -7.042  0.788
C 10.759 -16.703 -5.857  -0.500
N 9.696 -17.229 -5.145  -0.017
C 9.477 -16.689 -3.797  -0.066
C 9.580 -15.185 -3.783  -0.049
N 10.376 -14.581 -4.854  -0.091
C 10.412 -13.178 -4.793  -0.149
C 9.819 -12.604 -6.070  -0.219
C 8.898 -13.303 -6.886  -0.036
C 8.154 -12.617 -7.887  -0.042
C 8.422 -11.300 -8.166  -0.041
C 9.367 -10.622 -7.413  -0.051
C 10.070 -11.244 -6.417  -0.029
C 11.206 -15.356 -5.588  -0.541
S 12.437 -14.414 -6.421  0.819
C 9.071 -18.564 -5.462  -0.089
C 7.723 -18.323 -6.134  -0.223
C 7.508 -18.973 -7.383  -0.004
C 6.229 -18.845 -8.030  -0.029
C 5.236 -18.052 -7.443  -0.004
C 5.503 -17.410 -6.172  -0.026
C 6.734 -17.525 -5.607  -0.082
H 10.185 -17.102 -3.002  0.187
H 8.491 -17.033 -3.519  0.125
H 10.000 -14.920 -2.829  0.162
H 8.603 -14.726 -3.910  0.160
H 11.432 -12.829 -4.548  0.147
H 9.869 -12.918 -3.844  0.172
H 8.624 -14.315 -6.620  0.094
H 7.318 -13.135 -8.417  0.136
H 7.768 -10.703 -8.786  0.131
H 9.622 -9.568 -7.551  0.136
H 10.914 -10.606 -5.979  0.155
H 8.902 -19.106 -4.485  0.174
H 9.746 -19.170 -6.067  0.067
H 8.376 -19.563 -7.765  0.119
H 6.034 -19.406 -8.958  0.127
H 4.225 -18.010 -7.863  0.129
H 4.751 -16.785 -5.715  0.122
H 6.863 -17.051 -4.623  0.110
N 15.090 -17.056 -7.046  0.033
C 15.698 -17.500 -6.125  -0.130
N 16.574 -17.807 -5.240  -0.018
C 17.658 -16.797 -5.045  -0.036
C 17.409 -15.915 -3.769  -0.136
O 17.523 -16.830 -2.653  -0.095
C 16.393 -17.739 -2.809  -0.140
C 16.482 -18.669 -4.053  -0.047
H 17.712 -16.155 -6.029  0.180
H 18.584 -17.290 -4.913  0.133
H 16.436 -15.415 -3.776  0.114
H 18.154 -15.087 -3.606  0.167
H 15.474 -17.143 -2.921  0.118
H 16.347 -18.342 -1.895  0.152
H 15.597 -19.327 -4.073  0.151
H 17.422 -19.200 -4.000  0.150
C 13.366 -16.080 -9.371  -0.240
C 13.280 -16.649 -10.475  0.055
C 12.874 -17.247 -11.718  -0.177
C 13.649 -18.204 -12.422  -0.032
C 13.541 -18.541 -13.707  0.006
C 12.583 -17.815 -14.512  0.079
C 11.719 -16.926 -13.860  -0.009
C 11.834 -16.617 -12.500  0.039
H 14.441 -18.598 -11.855  0.116
H 14.261 -19.237 -14.155  0.147
H 12.450 -18.081 -15.525  0.126
H 10.954 -16.439 -14.486  0.142
H 11.218 -15.869 -12.013  0.127

***

ΔE to the lowest compared entry with this formula, charge and spin, respectively: 15.53, 16.65 kcal per mole.